No. 1
27
Properties=species:S:1:pos:R:3:forces:R:3 method="wB97M-V/def2-TZVPD" charge=-2 energy_ev=-62136.6863 gap_ev=4.634
Au 0.1503 -0.1735 0.2218 -0.240 0.519 -0.070
S -1.2347 0.1567 2.2388 -0.014 -0.160 -0.123
C 0.0483 0.7177 3.2954 -0.022 0.100 0.101
C -0.1924 0.6645 4.6759 0.069 0.027 0.042
C 0.7232 1.1046 5.6198 -0.064 -0.025 0.037
C 1.9422 1.6139 5.1913 0.070 0.031 -0.005
C 2.2096 1.6682 3.8317 -0.033 -0.015 0.079
C 1.2977 1.2397 2.8562 0.002 0.111 0.094
S 1.7801 1.4164 1.1791 0.044 -0.137 -0.145
H -1.1410 0.2494 4.9982 -0.012 0.019 0.005
H 0.4889 1.0412 6.6787 -0.004 -0.009 -0.010
H 2.6829 1.9579 5.9077 0.004 -0.006 -0.014
H 3.1644 2.0484 3.4856 -0.003 0.023 0.000
S 1.0485 -2.8627 -0.4224 0.238 -0.462 0.129
C 0.3254 -2.2927 -1.8010 -0.087 -0.257 -0.553
N -0.2255 -1.1064 -1.9580 0.098 0.097 0.394
C -0.7491 -0.9009 -3.2025 -0.028 -0.155 -0.262
C -1.3901 0.2543 -3.6527 0.005 0.074 0.102
C -1.8707 0.3108 -4.9520 0.002 0.029 0.040
C -1.7283 -0.7654 -5.8255 -0.018 -0.038 -0.096
C -1.0932 -1.9266 -5.3991 -0.028 0.100 0.041
C -0.6130 -1.9843 -4.1023 0.063 -0.147 0.003
S 0.2137 -3.2910 -3.3043 -0.046 0.288 0.210
H -1.5009 1.0910 -2.9739 0.018 -0.026 0.022
H -2.3673 1.2123 -5.2930 0.002 -0.003 0.001
H -2.1130 -0.6963 -6.8370 0.010 -0.012 0.015
H -0.9707 -2.7766 -6.0606 -0.026 0.032 -0.036

***

No. 2
30
Properties=species:S:1:pos:R:3:forces:R:3 method="wB97M-V/def2-TZVPD" charge=-1 energy_ev=-35831.6961 gap_ev="6.094 / 5.412" multiplicity=2 e_above_lowest_kj_mol=70.9
In -1.5529 0.5650 -3.2453 0.288 1.568 1.483
C 0.2123 2.8954 2.1659 -2.957 0.866 -0.333
C -0.6404 2.2746 1.1713 -1.220 -0.053 -2.507
C 0.0851 1.1005 0.3640 0.117 -0.858 0.856
O -0.5466 0.4000 -0.4251 -1.623 0.057 -1.628
C 1.4332 0.7305 0.6267 -2.082 1.723 -0.086
C 2.1120 1.4026 1.6094 6.881 -0.713 0.383
C 1.4987 2.5339 2.4083 3.865 1.713 2.669
O 2.2000 3.2826 3.2466 -2.002 -2.639 -2.560
O 3.4193 1.1582 1.7312 -4.364 1.148 0.408
O -1.7626 2.7013 0.8039 2.836 -1.405 1.711
H -0.2344 3.7401 2.6693 0.177 0.136 0.220
H 1.9414 0.1452 -0.1253 0.058 -0.303 0.360
O -0.0225 4.7387 -2.5968 2.619 1.172 -1.596
C -1.0045 4.3228 -1.8840 -5.334 -2.493 2.650
O -1.6146 3.2595 -2.1014 0.602 -4.558 -3.515
O -1.5225 4.9384 -0.9654 1.369 4.037 1.727
H 0.0948 5.5822 -2.1538 0.737 0.707 -0.163
F -0.4252 -1.7693 -2.1384 -0.128 -0.655 0.407
C -0.3831 -2.7601 -1.2086 -0.777 -1.188 1.317
C -1.5472 -3.4584 -0.8105 -0.228 0.196 0.383
C -1.4886 -4.5813 0.0544 1.005 1.482 -0.761
C -0.2534 -4.8979 0.5829 -1.221 -0.872 -0.415
C 0.8583 -4.1594 0.2644 0.336 -0.679 1.421
C 0.8139 -3.0894 -0.5849 0.235 0.547 -1.457
H -2.5313 -3.0473 -0.9806 -0.040 0.011 -0.773
H -2.3259 -5.1856 0.3708 -0.396 0.384 -0.283
H -0.2600 -5.7990 1.1782 0.658 0.101 0.390
H 1.7235 -4.4405 0.8465 0.585 0.304 -0.473
H 1.7232 -2.5833 -0.8736 0.003 0.264 0.165

***

No. 3
37
Properties=species:S:1:pos:R:3:forces:R:3 method="wB97M-V/def2-TZVPD" charge=-2 energy_ev=-65015.2374 gap_ev=7.446 e_above_lowest_kj_mol=0.0
Au -0.0425 -3.6240 0.1395 -0.042 0.035 0.040
O -2.6474 -0.1860 3.0721 0.020 -0.013 0.008
S -2.1179 -0.5029 1.7581 -0.030 0.029 0.024
O -2.7767 0.2397 0.6808 -0.004 -0.010 0.025
O -1.9536 -1.9108 1.4639 0.006 -0.006 -0.015
C -0.4460 0.2304 1.7809 0.019 0.002 -0.003
C -0.4166 1.5555 1.3408 -0.017 -0.010 -0.004
C 0.7515 2.2948 1.3070 0.032 -0.010 0.025
C 1.9402 1.7083 1.7147 -0.009 0.039 -0.039
C 1.9312 0.3986 2.1591 0.007 -0.022 -0.001
C 0.7549 -0.3526 2.2071 -0.005 0.031 0.024
S 0.9883 -2.0103 2.9021 -0.089 0.019 0.045
O -0.1035 -2.2754 3.7936 -0.033 -0.022 -0.017
O 2.3016 -1.9520 3.5198 0.001 -0.029 0.017
O 1.0760 -2.9307 1.7317 0.128 0.002 -0.099
H -1.3514 1.9864 1.0084 0.004 -0.005 -0.002
H 0.7320 3.3196 0.9526 0.000 0.004 -0.002
H 2.8710 2.2645 1.6907 -0.004 0.002 0.001
H 2.8408 -0.0726 2.5041 -0.017 0.004 -0.010
F 0.3831 3.3036 -3.9166 -0.001 -0.003 -0.008
C 0.7465 3.0857 -2.6296 -0.013 -0.004 -0.002
F 0.1153 4.0324 -1.9042 -0.009 0.014 0.009
F 2.0627 3.3598 -2.5560 0.024 0.001 0.003
C 0.4080 1.7002 -2.1752 -0.016 -0.011 0.006
C -0.9113 1.2781 -2.2265 -0.006 0.036 -0.009
C -1.2074 0.0008 -1.7761 0.027 -0.029 0.063
N -0.2793 -0.8331 -1.3176 -0.020 -0.033 -0.067
C 0.9754 -0.4120 -1.2584 0.026 0.029 0.008
C 1.3779 0.8518 -1.6733 0.005 -0.027 -0.016
H -1.6967 1.9304 -2.5850 0.000 0.002 0.006
H -2.2268 -0.3589 -1.7446 0.000 0.006 -0.041
H 1.6923 -1.1128 -0.8421 0.001 -0.002 -0.007
H 2.4095 1.1603 -1.5875 0.001 -0.001 0.005
O -2.6849 -4.4566 -2.8634 0.012 -0.005 0.006
C -2.0737 -4.0322 -1.8905 0.000 0.072 -0.016
O -0.9048 -4.4392 -1.5225 -0.003 -0.073 0.036
H -2.5177 -3.2392 -1.2580 0.006 -0.011 0.009

***

No. 4
38
Properties=species:S:1:pos:R:3:forces:R:3 method="wB97M-V/def2-TZVPD" charge=-1 energy_ev=-199366.6010 gap_ev=7.470
C -1.0439 -0.0397 -0.5726 -0.770 0.289 -0.032
C -1.1109 -1.2221 -1.5681 0.422 -0.392 -0.193
Br -2.9196 -1.8416 -2.0214 1.244 0.623 0.522
C -0.0267 -1.8529 -2.1016 -0.771 1.076 0.723
Br -0.2867 -3.3569 -3.3031 0.835 0.858 0.705
C 1.3471 -1.2876 -1.6868 -0.137 -0.340 -0.226
C 2.1976 -1.9311 -0.8403 0.192 1.102 -0.043
B 1.8515 -3.3691 -0.1825 -0.126 -0.652 0.392
O 2.6096 -4.4946 -0.5100 -0.214 1.285 0.606
O 0.8057 -3.5058 0.7437 1.514 0.543 -0.757
C 3.5318 -1.1885 -0.4864 -1.315 0.835 -0.560
O 4.5852 -1.7668 -0.3653 -0.409 0.130 0.284
C 3.3781 0.3636 -0.3502 -0.355 1.691 0.131
C 4.0911 1.1428 0.6466 -1.413 1.006 -1.478
C 3.8346 2.5852 0.7120 -0.669 -0.535 -0.652
C 2.8987 3.2660 -0.1647 0.036 -2.313 -0.607
C 2.1954 2.4838 -1.1777 1.104 -1.077 1.010
C 2.4386 1.0617 -1.2538 0.675 -0.311 0.879
C 1.7006 0.1301 -2.2731 0.615 -0.247 1.257
O 1.4544 0.4357 -3.4081 -0.144 0.062 0.424
H -0.8354 -0.3492 0.4873 -0.199 -0.023 -1.020
H -0.3012 0.7537 -0.8372 -0.409 -0.841 -0.034
H -2.0464 0.4662 -0.5413 1.004 -0.569 0.021
H 3.5186 -4.2014 -0.7029 -0.473 -0.225 -0.321
H 0.6733 -2.6674 1.2205 -0.398 -0.404 -0.477
H 4.7948 0.6594 1.3590 -0.630 0.437 -0.715
H 4.3525 3.1949 1.4938 -0.486 -0.718 -0.802
H 2.6715 4.3528 -0.1049 0.427 -1.007 0.178
H 1.4433 2.9222 -1.8790 0.864 -0.323 0.761
N -4.9857 1.2963 3.0147 0.082 -0.390 -0.434
S -6.2190 1.8875 2.2239 -2.341 1.840 -0.520
O -7.3350 1.0103 2.0188 0.721 -0.285 0.096
O -5.9326 2.8198 1.1720 0.567 -0.533 0.198
F -6.7923 2.8603 3.3549 0.585 -0.261 0.374
S -4.2073 0.2160 2.1835 1.225 -1.931 -0.443
O -3.2945 -0.5576 2.9776 -0.239 0.896 0.407
O -3.7183 0.5938 0.8865 -0.468 0.539 0.351
F -5.3184 -0.8697 1.8363 -0.147 0.163 -0.005

***

No. 5
25
Properties=species:S:1:pos:R:3:forces:R:3 method="wB97M-V/def2-TZVPD" energy_ev=-40932.1839 gap_ev=9.050
F 1.6047 -4.9448 -1.6032 -0.512 1.154 0.757
C 1.1191 -3.8138 -1.0285 -0.552 0.210 -0.721
C 1.4118 -3.4962 0.3013 0.534 -0.493 0.316
F 2.1324 -4.3960 1.0043 -0.284 0.705 -0.291
C 0.9693 -2.3028 0.8824 -0.511 -0.204 -0.666
F 1.2948 -2.0054 2.1740 -0.417 -0.289 -1.665
C 0.1211 -1.4709 0.1049 -0.027 0.369 1.119
C -0.4453 -0.2478 0.7314 0.461 1.455 -0.681
N -1.2705 -0.2772 1.7492 0.314 1.204 -0.748
N -1.6045 1.0200 1.9831 -0.917 1.221 0.325
C -1.0530 1.9299 1.0858 0.112 -0.566 0.444
C -1.1843 3.3273 0.9345 0.504 0.003 -0.330
F -2.0330 4.0406 1.6865 0.161 -0.231 0.030
C -0.3845 3.9718 -0.0148 -0.970 1.177 0.659
F -0.4303 5.3616 -0.1339 0.070 -2.532 0.148
C 0.4412 3.2269 -0.8531 1.157 -1.257 -0.359
F 1.2304 3.9082 -1.7179 -0.579 -0.679 0.398
C 0.5405 1.8094 -0.7258 0.067 1.254 -0.333
F 1.3521 1.1124 -1.5544 -0.516 0.549 0.565
C -0.2027 1.1656 0.2715 -0.522 -1.121 -0.015
C -0.2542 -1.8098 -1.2000 0.158 -0.588 -0.120
F -1.1633 -1.0879 -1.9144 1.068 -0.486 0.916
C 0.2633 -2.9729 -1.7736 -0.009 -0.526 -0.517
F -0.1095 -3.3290 -3.0352 0.493 0.325 1.279
H -2.3456 1.2808 2.6459 0.717 -0.655 -0.509

***

No. 6
39
Properties=species:S:1:pos:R:3:forces:R:3 method="wB97M-V/def2-TZVPD" energy_ev=-99165.9456 gap_ev="7.289 / 7.290" e_above_lowest_kj_mol=121.3
Pt 0.3882 -1.6474 -0.1384 -1.056 1.323 -0.338
C 3.1663 1.6920 -0.9789 -0.079 0.114 0.030
C 2.1833 0.6271 -1.3803 0.197 -0.199 0.069
O 2.2619 -0.5108 -0.9154 0.610 0.280 -0.389
N 1.2532 0.9961 -2.2855 -0.170 -0.009 -0.034
C 0.2729 0.0872 -2.8618 0.038 0.109 0.288
C -1.0502 0.0272 -2.1264 0.096 -0.115 -0.124
C -1.9917 1.0354 -2.2067 -0.099 0.002 -0.067
C -3.2052 0.8795 -1.5554 -0.024 0.020 0.075
C -3.4600 -0.2920 -0.8596 0.002 0.041 -0.085
C -2.4659 -1.2488 -0.7958 -0.051 -0.082 -0.105
N -1.2860 -1.0812 -1.4083 0.278 -0.070 0.440
H 4.0555 1.2199 -0.5722 -0.025 -0.031 0.011
H 2.7136 2.3173 -0.2043 0.014 -0.018 -0.028
H 3.4394 2.3239 -1.8239 -0.012 0.027 0.039
H 1.1861 1.9728 -2.5142 0.073 0.011 -0.023
H 0.7076 -0.9092 -2.8656 0.012 -0.070 -0.081
H 0.0977 0.3957 -3.8912 -0.007 -0.008 -0.051
H -1.7802 1.9363 -2.7688 0.009 -0.053 -0.037
H -3.9488 1.6656 -1.5923 0.011 -0.021 -0.025
H -4.4048 -0.4629 -0.3642 0.015 0.013 0.020
H -2.5939 -2.1796 -0.2576 0.070 0.015 0.018
Cl 0.6195 2.1810 6.0257 0.001 -0.016 -0.046
C 0.4871 1.6098 4.4083 -0.002 0.050 0.004
C 0.6410 0.2587 4.1220 0.010 -0.053 0.093
Cl 0.9726 -0.8628 5.3818 0.014 0.009 -0.056
C 0.5214 -0.1928 2.8148 0.028 0.068 -0.138
Cl 0.7823 -1.8537 2.4301 0.125 -0.645 -0.054
C 0.2148 0.6552 1.7529 0.070 0.060 0.139
O 0.0388 0.2679 0.5089 0.221 -1.292 -0.230
C 0.1075 2.0228 2.0634 -0.088 0.055 -0.277
Cl -0.1819 3.0983 0.7400 -0.028 0.011 0.054
C 0.2345 2.4970 3.3599 0.019 -0.070 -0.006
Cl 0.0903 4.1788 3.6760 -0.015 0.001 -0.010
F -0.7999 -3.9488 0.4311 0.353 -0.236 -0.411
B -0.0182 -4.6096 -0.5790 -0.762 -0.288 0.621
F 0.6648 -3.4905 -1.3172 -0.170 0.729 1.031
F 0.9404 -5.3975 -0.0011 0.029 0.194 -0.205
F -0.8538 -5.2577 -1.4508 0.292 0.142 -0.114

***

No. 7
33
Properties=species:S:1:pos:R:3:forces:R:3 method="wB97M-V/def2-TZVPD" charge=+1 energy_ev=-122363.8887 gap_ev=7.568
Pd 0.2921 0.7979 -1.8742 -0.140 0.632 1.095
O 4.0875 -1.2636 2.5780 0.012 -0.056 -0.050
C 3.3519 -0.6755 1.6383 -0.033 0.012 -0.040
C 2.7436 0.5711 1.7961 0.033 0.024 0.015
C 2.0019 1.0834 0.7596 -0.073 0.197 -0.006
N 1.8409 0.4400 -0.4038 -0.046 -0.509 -0.442
C 2.4235 -0.7607 -0.5283 -0.081 0.079 -0.126
Br 2.0971 -1.5931 -2.1806 0.174 -0.348 -0.070
C 3.1891 -1.3614 0.4333 0.041 0.000 0.065
H 4.1428 -0.7282 3.3777 0.001 0.041 0.060
H 2.8467 1.1330 2.7147 -0.007 0.009 -0.011
H 1.5172 2.0465 0.8448 -0.018 -0.008 0.002
H 3.6370 -2.3329 0.2889 -0.008 0.008 -0.016
O -1.8332 1.5736 -1.7320 -0.147 0.060 -0.448
C -2.0190 0.6116 -0.9683 -0.105 -0.252 0.036
N -0.9623 -0.2058 -0.7975 0.346 0.130 -0.172
C -1.2034 -1.1948 0.1591 -0.042 -0.148 0.000
O -0.4147 -1.9970 0.5715 -0.013 0.073 0.041
C -2.6589 -1.0001 0.5105 0.025 0.103 0.008
C -3.4585 -1.7371 1.3506 -0.004 -0.014 0.032
C -4.7812 -1.3172 1.5057 0.010 -0.016 0.000
C -5.2695 -0.2015 0.8375 -0.005 0.012 -0.007
C -4.4550 0.5418 -0.0158 -0.004 0.007 -0.033
C -3.1526 0.1191 -0.1641 0.000 0.009 0.087
H -3.0733 -2.6038 1.8705 -0.004 0.002 -0.001
H -5.4403 -1.8713 2.1603 -0.001 0.000 -0.003
H -6.3000 0.0939 0.9798 0.002 -0.003 0.006
H -4.8313 1.4084 -0.5423 0.001 -0.003 0.005
Cl 4.0013 3.1964 -2.1068 -0.034 -0.051 -0.008
C 3.2360 1.9667 -3.0831 0.105 0.041 0.038
Cl 1.4777 2.3077 -3.3098 0.000 -0.067 -0.006
H 3.3049 1.0050 -2.5912 0.000 -0.012 -0.052
H 3.6619 1.9478 -4.0791 0.016 0.047 0.002